Record 1
A molecular structure, C25H26CaN7O4S2, computed with ωB97M-V/def2-TZVPD.

The calculation puts the relative energy (zero: lowest compared OMol25 entry of this formula, charge and spin) at 40.9 kcal/mol. As for the net charge: -1. For the total energy, the calculation gives -85083.172 eV. As for the HOMO energy: -0.119 Ha.

Structure (XYZ):
```
65
Properties=species:S:1:pos:R:3:forces:R:3:mulliken_charge:R:1
Ca 0.329 -1.097 0.684 0.5 2.4 2.6 1.253
C 0.116 1.339 3.045 0.0 0.0 0.3 -1.249
N 0.699 1.628 1.738 -0.1 -0.2 -0.1 0.880
C 0.020 2.736 1.077 -0.3 0.3 -0.2 -1.156
C -1.478 2.564 0.790 0.4 0.1 0.1 -1.229
N -1.770 1.597 -0.257 -0.4 0.1 0.2 1.463
C -2.783 0.635 0.124 -0.1 0.1 -0.1 -1.391
C -2.141 2.189 -1.517 0.2 0.0 -0.3 -1.189
C -3.262 2.996 -1.606 -0.2 0.1 0.1 -0.086
C -3.688 3.509 -2.818 -0.2 0.2 0.1 -0.941
C -2.979 3.192 -3.968 0.0 0.1 -0.1 -0.344
C -1.861 2.394 -3.898 -0.2 0.2 0.0 -0.653
C -1.406 1.875 -2.675 0.4 -0.1 0.0 0.618
S 0.003 0.900 -2.625 0.4 -0.5 0.2 -0.498
C 2.111 1.853 1.881 0.6 -0.3 0.0 -0.109
C 2.680 3.120 1.817 -0.1 0.3 0.0 -0.406
C 4.038 3.330 2.002 0.1 0.0 0.0 -0.855
C 4.866 2.256 2.279 0.1 0.2 0.0 -0.549
C 4.329 0.990 2.342 -0.1 0.1 0.0 -0.779
C 2.964 0.755 2.138 0.1 0.1 0.1 0.807
S 2.421 -0.884 2.301 0.2 -0.7 0.3 -0.560
H 0.026 2.251 3.660 0.0 0.0 -0.1 0.317
H 0.748 0.621 3.567 -0.1 0.0 0.0 0.485
H -0.869 0.891 2.932 -0.2 0.0 0.0 0.241
H 0.531 2.908 0.127 -0.1 0.1 0.0 0.535
H 0.084 3.647 1.704 0.1 -0.1 -0.1 0.415
H -1.834 3.567 0.502 0.0 -0.2 0.1 0.384
H -2.002 2.291 1.713 0.0 0.0 -0.1 0.526
H -3.776 1.086 0.295 0.0 0.0 0.1 0.388
H -2.462 0.125 1.026 -0.1 0.0 0.2 0.237
H -2.880 -0.093 -0.680 -0.1 0.0 0.0 0.416
H -3.829 3.215 -0.708 0.0 0.1 0.1 0.364
H -4.566 4.139 -2.869 -0.1 0.1 0.0 0.356
H -3.298 3.581 -4.926 -0.1 0.0 -0.1 0.342
H -1.309 2.147 -4.793 0.1 0.0 0.0 0.407
H 2.064 3.989 1.637 0.0 0.0 -0.1 0.280
H 4.440 4.332 1.940 0.0 0.1 0.0 0.358
H 5.922 2.414 2.464 0.1 0.0 -0.1 0.352
H 4.957 0.136 2.561 0.0 0.0 0.0 0.409
O -3.590 -2.931 2.246 0.3 0.0 -0.6 -0.511
C -2.543 -2.348 1.613 -0.1 0.6 2.4 0.102
O -1.767 -1.646 2.250 -0.3 -0.7 -0.9 -0.569
C -2.434 -2.617 0.190 -0.3 -0.6 -1.8 0.156
C -3.387 -3.301 -0.577 0.4 0.5 1.0 -0.757
C -3.108 -3.530 -1.912 0.6 0.1 -0.5 -0.560
C -1.866 -3.165 -2.420 -0.5 -0.1 0.3 -0.775
C -0.975 -2.502 -1.579 0.1 -0.2 -0.5 0.492
N -1.284 -2.189 -0.342 -1.8 -1.0 -0.2 0.834
C 0.484 -2.293 -1.940 0.2 -0.6 -1.2 0.329
O 0.939 -2.931 -2.881 -0.4 0.0 -0.1 -0.764
O 1.151 -1.572 -1.145 0.8 -0.1 -0.9 -0.911
H -3.500 -2.740 3.193 0.1 0.1 -0.2 0.388
H -4.307 -3.628 -0.117 -0.1 0.0 0.0 0.567
H -3.832 -4.020 -2.550 0.0 0.0 0.0 0.425
H -1.566 -3.392 -3.430 0.1 0.0 -0.1 0.551
N 5.120 -4.130 -0.464 0.0 0.1 -0.1 -0.462
C 3.873 -3.547 -0.424 0.2 0.4 -0.5 0.547
N 3.639 -2.528 -1.241 0.0 0.0 0.2 -0.208
N 3.026 -4.084 0.402 0.9 -0.7 0.3 -0.700
C 1.820 -3.750 0.680 -0.2 -0.2 0.2 0.735
N 0.743 -3.633 1.093 -0.8 0.4 0.1 -0.600
H 5.888 -3.542 -0.742 -0.1 0.0 0.0 0.219
H 5.315 -4.740 0.312 -0.1 0.0 0.0 0.269
H 4.315 -2.270 -1.938 0.0 0.0 0.0 0.216
H 2.693 -2.094 -1.285 0.3 -0.1 0.0 0.151
```
Forces are in eV/Å.

Record 2
A molecular structure, C38H43AuClN2O3Si, computed with ωB97M-V/def2-TZVPD.

As for the net charge: -1. Its multiplicity is 3. For the total energy, the calculation gives -73320.199 eV. As for the HOMO energy (spin up / spin down): 0.010 / -0.174 Ha.

Structure (XYZ):
```
89
Properties=species:S:1:pos:R:3:forces:R:3:lowdin_spin:R:1
Au 0.000 0.000 0.000 -2.8 -4.2 -0.1 0.556
Cl -1.379 -1.932 0.009 -0.8 -1.2 -0.1 0.119
N 1.707 -1.124 0.064 1.9 -1.4 -0.4 0.088
N -1.684 1.164 0.048 -2.2 1.5 -0.5 0.085
C 2.581 -1.231 -0.863 0.2 -0.1 0.9 0.014
C -2.303 1.683 -0.945 0.1 -0.2 1.0 0.004
C 2.245 -1.752 1.303 0.2 0.2 -0.3 0.004
C 3.733 -1.855 0.943 0.1 0.2 -0.1 0.005
C 1.609 -3.124 1.471 -0.1 -0.1 0.0 0.000
C 1.991 -0.868 2.507 0.0 -0.2 0.1 0.010
H 1.420 -3.585 0.503 0.0 -0.1 0.0 0.000
H 0.657 -3.037 1.986 -0.2 -0.1 0.0 0.000
H 2.272 -3.775 2.041 0.0 0.0 0.2 0.000
H 2.616 0.020 2.481 0.1 0.0 -0.1 0.007
H 2.182 -1.421 3.426 0.1 -0.1 0.1 0.001
H 0.950 -0.549 2.520 -0.1 -0.1 0.0 0.000
C -2.363 1.591 1.307 0.0 0.1 -0.3 0.004
C -3.688 2.131 0.750 0.1 0.0 -0.2 0.004
C -1.540 2.694 1.958 -0.1 -0.2 -0.1 0.002
C -2.567 0.427 2.252 0.0 -0.1 0.1 0.000
H -3.042 -0.412 1.752 -0.1 -0.1 -0.1 0.000
H -3.178 0.742 3.098 0.0 0.1 0.1 0.000
H -1.612 0.077 2.637 0.1 0.0 0.0 0.000
H -1.373 3.519 1.269 0.0 0.1 -0.1 0.000
H -0.566 2.321 2.257 -0.3 -0.1 0.0 0.001
H -2.063 3.070 2.837 0.0 0.0 0.1 0.000
O -3.431 2.365 -0.661 0.0 0.0 0.1 0.004
H -3.997 3.071 1.197 0.0 0.1 0.0 0.001
H -4.496 1.403 0.820 0.0 -0.1 0.0 0.000
O 3.764 -1.773 -0.511 -0.3 0.1 -0.1 0.011
H 4.190 -2.795 1.236 0.0 -0.1 0.0 0.001
H 4.314 -1.018 1.330 0.0 0.1 0.0 0.000
C 2.423 -0.799 -2.279 0.1 0.1 -0.1 0.002
C -1.885 1.659 -2.376 0.0 0.1 -0.1 0.000
C -1.141 0.406 -2.732 0.4 -0.1 -0.2 -0.002
H -1.247 2.531 -2.534 0.0 0.1 0.0 0.000
H -2.771 1.803 -2.989 -0.1 0.0 0.0 0.000
C 0.239 0.371 -2.507 -0.1 -0.2 -1.2 0.000
C 0.982 -0.799 -2.695 -0.2 0.3 -0.1 -0.001
H 0.759 1.291 -2.279 0.1 0.1 0.2 0.001
C 0.337 -1.954 -3.130 -0.3 0.3 0.0 -0.001
C -1.030 -1.889 -3.380 0.0 0.0 0.0 -0.001
C 1.062 -3.258 -3.252 0.1 -0.1 -0.1 0.000
C -1.793 -0.746 -3.165 0.3 -0.1 0.1 -0.001
H -1.538 -2.792 -3.695 0.0 -0.1 0.0 0.000
C -3.281 -0.800 -3.309 -0.2 0.0 0.0 0.000
H -3.597 -1.744 -3.746 0.0 -0.1 0.0 0.000
H -3.670 0.002 -3.937 0.0 0.1 0.0 0.000
H -3.762 -0.716 -2.334 0.0 0.0 0.1 0.000
H 1.984 -3.169 -3.826 0.0 0.0 0.0 0.000
H 0.442 -4.007 -3.737 -0.1 0.0 0.0 0.000
H 1.330 -3.646 -2.268 0.0 0.0 0.1 0.000
H 3.041 -1.443 -2.901 0.1 -0.1 0.0 0.000
H 2.840 0.207 -2.353 0.1 0.1 0.0 0.002
O 1.022 1.455 0.497 4.2 6.5 2.5 0.116
Si 1.936 2.484 1.458 0.8 -1.6 -0.1 0.100
C 1.863 4.173 0.696 -0.5 0.3 -0.1 0.022
C 1.041 4.447 -0.404 0.4 1.0 0.2 0.009
C 0.975 5.748 -0.916 0.3 0.0 0.3 0.003
C 1.727 6.774 -0.333 -0.2 -0.4 0.0 0.007
C 2.555 6.501 0.757 -0.2 -0.4 -0.1 0.006
C 2.627 5.204 1.268 -0.4 0.5 -0.7 0.013
C 1.382 2.796 3.315 0.1 0.0 -0.3 0.022
C 0.827 4.052 3.668 -0.1 -0.6 0.9 0.013
C 0.363 4.310 4.963 0.2 -0.3 -0.4 0.005
C 0.440 3.330 5.947 0.0 0.0 0.0 0.023
C 0.986 2.091 5.638 0.0 0.3 -0.4 0.002
C 1.447 1.828 4.346 -0.5 1.2 0.4 0.016
C 3.762 2.078 1.493 -2.8 0.2 1.3 0.164
C 4.480 1.930 0.302 2.0 -0.4 -1.0 0.133
C 5.855 1.659 0.341 -1.0 0.3 0.0 0.035
C 6.516 1.539 1.567 1.1 -0.4 -0.9 0.187
C 5.808 1.687 2.757 -1.6 0.3 0.8 0.083
C 4.441 1.959 2.721 1.8 -0.3 0.1 0.069
H 0.442 3.667 -0.854 0.0 -0.2 0.1 0.001
H 0.333 5.964 -1.759 0.0 0.1 -0.1 0.000
H 1.668 7.782 -0.723 0.0 0.0 -0.1 0.001
H 3.135 7.293 1.214 0.0 0.0 0.0 0.001
H 3.263 5.010 2.125 0.0 -0.2 0.0 0.005
H 0.712 4.840 2.946 0.1 0.1 -0.3 0.000
H -0.071 5.273 5.202 0.0 0.1 0.0 0.000
H 0.076 3.527 6.948 0.0 0.0 0.0 0.002
H 1.048 1.324 6.402 0.0 0.0 0.0 0.000
H 1.849 0.860 4.211 0.4 -0.7 -0.5 0.001
H 3.984 2.030 -0.654 -0.1 0.0 -0.2 0.015
H 6.412 1.549 -0.581 0.0 0.0 -0.1 -0.002
H 7.579 1.332 1.597 0.0 0.0 -0.1 0.018
H 6.317 1.599 3.708 0.0 0.0 0.1 0.005
H 3.934 2.082 3.663 -0.2 0.1 0.2 0.003
```
Forces are in eV/Å.

Record 3
2 unconnected molecules or ions with the total composition C9H14, computed with ωB97M-V/def2-TZVPD.

The calculation puts the relative energy (zero: lowest compared OMol25 entry of this formula, charge and spin) at 4.4 kcal/mol. As for the net charge: 0. For the total energy, the calculation gives -9559.992 eV. Its structure (SMILES) is Cc1ccccc1.CC. As for the HOMO energy: -0.331 Ha.

Structure (XYZ):
```
23
Properties=species:S:1:pos:R:3:forces:R:3:mulliken_charge:R:1
C 1.074 -1.814 0.455 0.0 -0.9 0.7 -1.505
C -1.037 1.199 1.346 0.0 -0.3 0.1 -0.585
C -0.639 -0.103 1.091 0.2 -0.3 -0.3 -0.200
C -0.096 2.220 1.302 -0.1 0.3 -0.1 -0.402
C 0.680 -0.403 0.731 -0.5 0.2 0.0 0.676
C 1.214 1.929 0.951 0.2 0.5 0.0 -0.472
C 1.592 0.640 0.651 0.3 -0.9 -0.1 -0.345
H -2.083 1.359 1.587 0.2 0.3 0.0 0.363
H -1.361 -0.916 1.123 0.0 0.1 0.1 0.392
H -0.367 3.251 1.512 -0.1 -0.2 0.0 0.362
H 1.957 2.717 0.879 -0.1 0.0 0.1 0.351
H 1.088 -2.391 1.390 0.2 0.2 0.0 0.387
H 2.057 -1.933 0.008 0.1 0.2 -0.1 0.350
H 2.605 0.369 0.354 -0.1 0.4 0.1 0.304
H 0.352 -2.372 -0.134 -0.2 0.2 -0.4 0.302
C -1.957 -1.379 -2.323 -0.4 0.7 0.0 -0.693
C -0.530 -1.288 -2.831 1.0 -0.3 0.1 -0.687
H -2.505 -0.445 -2.479 0.1 0.0 0.0 0.264
H -2.539 -2.145 -2.833 0.1 -0.1 0.0 0.320
H -2.020 -1.557 -1.253 0.1 -0.2 0.1 0.126
H -0.176 -2.285 -3.103 0.0 0.0 -0.3 0.256
H -0.371 -0.619 -3.683 -0.4 -0.2 0.0 0.338
H 0.217 -0.964 -2.092 -0.5 0.2 0.1 0.097
```
Forces are in eV/Å.

Record 4
5 unconnected molecules or ions with the total composition C27H53N3O10PS5, computed with ωB97M-V/def2-TZVPD.

As for the net charge: +1. For the total energy, the calculation gives -117259.837 eV. As for the HOMO energy: -0.411 Ha.

Structure (XYZ):
```
99
Properties=species:S:1:pos:R:3:forces:R:3:mulliken_charge:R:1
C 2.633 4.254 2.805 -0.8 0.5 0.8 -0.953
C 2.608 2.960 3.763 -0.3 -0.4 0.0 -0.707
C 2.823 1.572 3.018 0.3 -2.6 -1.4 -0.082
C 1.711 0.965 2.126 3.2 -1.9 1.5 0.553
P 0.042 1.743 1.750 -1.4 1.1 -1.4 1.276
O -1.166 0.582 2.070 2.7 1.4 0.5 -0.418
O -0.273 3.186 2.579 -0.1 -3.5 -0.2 -0.314
S 0.068 2.180 -0.167 0.5 -0.6 1.1 -0.498
C 1.976 -0.435 1.453 1.8 1.0 1.0 -0.292
N 1.004 -1.131 0.625 2.4 1.2 1.6 -0.043
C 3.341 -1.109 1.695 -1.7 2.5 0.9 -0.831
N 4.366 -0.502 2.534 -3.1 1.7 -1.0 0.516
C 5.625 -1.323 2.690 1.0 -1.2 -0.1 -0.883
N 5.772 -1.943 4.046 -0.7 1.7 -0.6 -0.279
C 4.447 -2.170 4.710 -0.8 0.0 0.9 -0.383
C 4.175 0.787 3.181 -1.5 -0.1 -1.1 0.281
C 5.362 1.418 4.077 -0.5 0.0 0.0 -0.832
C 5.096 1.259 5.664 0.6 -0.4 0.2 -1.134
H 2.629 4.023 1.690 0.3 0.3 1.5 0.269
H 3.491 4.922 3.149 -1.0 -0.9 -0.9 0.361
H 1.668 4.846 3.032 1.6 -0.9 -0.5 0.213
H 3.378 3.113 4.591 -1.0 -0.5 -1.2 0.212
H 1.580 2.918 4.285 1.6 -0.1 -0.9 0.415
H -0.734 -0.231 2.423 -0.5 0.5 -0.3 0.326
H -1.229 3.144 2.862 0.4 0.3 -0.4 0.366
H 0.573 -0.521 -0.086 0.2 -0.1 0.6 0.175
H 1.516 -1.929 0.197 -0.9 0.7 0.1 0.413
H 3.535 -2.132 1.217 0.0 1.8 1.1 0.363
H 6.539 -0.684 2.424 -1.4 -0.9 0.5 0.418
H 5.591 -2.194 1.943 -0.3 1.6 0.9 0.144
H 6.312 -1.254 4.603 -0.5 -0.9 -0.2 0.341
H 3.649 -2.586 4.007 1.4 0.5 0.8 0.153
H 4.552 -2.914 5.568 0.0 1.0 -1.2 0.342
H 4.018 -1.191 5.153 0.5 -1.6 -0.7 -0.004
H 6.375 0.945 3.859 -1.5 0.6 0.0 0.281
H 5.476 2.539 3.849 -0.4 -1.8 0.0 0.468
H 5.866 0.512 6.082 -1.2 1.1 -0.5 0.328
H 5.284 2.256 6.206 -0.5 -1.6 -0.9 0.337
H 4.067 0.831 5.911 1.3 0.9 -0.4 0.310
C -4.265 2.132 -0.714 0.2 -0.2 0.0 -0.442
C -5.641 2.687 -0.346 0.0 -0.1 -0.2 -0.359
C -5.510 3.368 1.020 -0.5 -0.2 0.1 -0.727
S -3.812 3.920 1.142 -0.2 0.5 -1.0 1.182
O -3.159 3.178 2.206 0.3 0.1 0.4 -0.740
O -3.772 5.363 1.075 0.2 -0.3 0.5 -0.714
C -3.276 3.253 -0.422 0.0 -0.3 -0.2 0.606
H -4.219 1.819 -1.761 0.1 0.1 0.7 0.264
H -4.039 1.261 -0.090 0.0 0.1 0.0 0.217
H -5.950 3.422 -1.096 0.0 -0.1 0.1 -0.066
H -6.400 1.903 -0.323 0.1 0.1 0.0 0.486
H -6.175 4.228 1.107 0.2 0.0 0.2 0.399
H -5.697 2.668 1.836 0.1 0.1 0.0 0.344
H -2.247 2.909 -0.341 -0.1 0.2 0.1 -0.818
H -3.351 4.048 -1.167 0.0 0.0 0.2 0.297
C 5.234 -3.023 -3.192 0.2 -0.2 0.0 -0.634
C 4.299 -4.184 -3.537 0.0 0.1 -0.3 -0.605
C 3.733 -4.724 -2.223 -0.2 -0.5 -0.3 -0.704
S 3.726 -3.348 -1.080 0.6 -0.4 -1.2 1.268
O 4.659 -3.632 -0.011 -0.5 0.3 0.4 -0.710
O 2.355 -2.946 -0.825 0.3 -0.4 0.3 -0.854
C 4.475 -2.167 -2.187 0.2 0.4 -0.2 -0.687
H 5.512 -2.449 -4.078 0.0 0.0 0.1 0.379
H 6.152 -3.410 -2.737 -0.1 0.1 0.0 0.297
H 3.483 -3.819 -4.168 0.1 0.0 0.1 0.295
H 4.817 -4.968 -4.094 -0.1 0.1 0.1 0.334
H 2.715 -5.097 -2.346 0.1 0.0 0.2 0.326
H 4.367 -5.507 -1.804 -0.1 0.2 0.1 0.367
H 5.118 -1.488 -1.627 -0.1 0.0 0.1 0.396
H 3.671 -1.609 -2.673 0.0 0.0 0.1 0.406
C -6.743 2.811 -6.016 -0.2 0.1 0.0 -0.557
C -5.995 4.110 -5.713 0.0 0.1 -0.2 -0.720
C -5.259 3.917 -4.386 -0.1 0.6 0.0 -0.483
S -4.925 2.164 -4.250 0.1 0.0 -0.8 1.251
O -5.680 1.636 -3.137 0.0 -0.1 -0.3 -0.643
O -3.504 1.936 -4.396 -0.2 -0.1 0.5 -0.724
C -5.745 1.689 -5.761 -0.3 -0.1 -0.4 -0.773
H -7.118 2.788 -7.041 0.0 0.0 0.1 0.352
H -7.599 2.711 -5.340 0.1 0.0 -0.1 0.282
H -5.271 4.308 -6.511 -0.1 0.0 0.1 0.272
H -6.672 4.965 -5.667 0.1 -0.1 0.0 0.357
H -4.317 4.467 -4.364 0.0 -0.2 0.1 0.455
H -5.880 4.209 -3.538 0.1 -0.1 0.0 0.181
H -6.216 0.714 -5.638 0.2 0.0 0.1 0.402
H -4.991 1.646 -6.550 0.0 0.0 0.1 0.347
C -2.573 -3.036 -0.631 -0.1 0.1 0.0 -0.595
C -2.578 -3.915 0.622 0.0 0.2 0.2 -0.602
C -2.737 -5.366 0.163 -0.2 0.0 0.6 -0.663
S -2.035 -5.452 -1.481 0.1 -0.1 -0.1 1.135
O -3.093 -5.746 -2.417 0.4 -0.1 0.1 -0.662
O -0.808 -6.216 -1.436 -0.3 0.0 -0.2 -0.663
C -1.630 -3.719 -1.612 0.1 0.5 0.0 -0.365
H -2.252 -2.016 -0.409 0.0 -0.1 0.0 0.304
H -3.582 -2.989 -1.053 0.1 0.0 0.0 0.338
H -1.626 -3.799 1.152 -0.1 0.0 -0.1 0.221
H -3.374 -3.631 1.312 0.1 -0.1 -0.1 0.363
H -2.206 -6.056 0.819 -0.1 -0.1 -0.2 0.384
H -3.788 -5.652 0.097 0.1 0.0 -0.1 0.341
H -1.762 -3.382 -2.640 0.0 -0.2 0.0 0.461
H -0.588 -3.596 -1.306 0.0 -0.1 0.0 -0.006
```
Forces are in eV/Å.